(1)
The following is a quantum chemistry calculation of a cluster of 8 separate species, C5H27NO9 in total in a non-equilibrium geometry, from the Open Molecules 2025 dataset.

Computed properties:
SMILES string: CN[C@H](CO)CCO.O.O.O.O.O.O.O
orbital gap: 9.38 eV
multiplicity: 1

Last columns: bonded neighbours and bond lengths (Å).
Element x y z (Å)
1 C -0.9978 -1.9659 -2.1188  N2 1.494, H9 1.081, H10 1.093, H11 1.084
2 N 0.1115 -1.0379 -1.7459  C1 1.494, C3 1.506, H12 1.018
3 C 1.0983 -1.6317 -0.7753  N2 1.506, C4 1.530, C6 1.544, H13 1.089
4 C 0.4709 -2.4104 0.3820  C3 1.530, O5 1.436, H14 1.082, H15 1.099
5 O 0.0811 -3.7035 -0.1071  C4 1.436, H16 0.954
6 C 2.0160 -0.4675 -0.3432  C3 1.544, C7 1.522, H17 1.089, H18 1.095
7 C 2.5105 -0.5824 1.0919  C6 1.522, O8 1.424, H19 1.096, H20 1.107
8 O 1.5566 -0.2731 2.1036  C7 1.424, H21 0.964
9 H -0.5685 -2.9461 -2.2743  C1 1.081
10 H -1.6582 -2.1632 -1.2704  C1 1.093
11 H -1.4552 -1.5527 -3.0104  C1 1.084
12 H -0.3507 -0.2662 -1.2695  N2 1.018
13 H 1.6970 -2.2891 -1.4044  C3 1.089
14 H 1.1185 -2.4453 1.2477  C4 1.082
15 H -0.4835 -1.9135 0.6079  C4 1.099
16 H -0.1403 -4.2393 0.6511  O5 0.954
17 H 2.9046 -0.3722 -0.9656  C6 1.089
18 H 1.5276 0.5105 -0.4148  C6 1.095
19 H 3.0408 -1.4903 1.4005  C7 1.096
20 H 3.3656 0.0827 1.3176  C7 1.107
21 H 1.0454 0.4963 1.8279  O8 0.964
22 O 1.5737 3.0978 3.0968  H23 0.963, H24 0.959
23 H 1.5134 3.5043 2.2262  O22 0.963
24 H 0.7170 2.6956 3.2532  O22 0.959
25 O -1.1515 2.8789 -3.1433  H26 0.986, H27 0.962
26 H -0.4185 2.2848 -3.4303  O25 0.986
27 H -1.3577 2.5040 -2.2819  O25 0.962
28 O 0.5023 0.8513 -3.8112  H29 0.965, H30 0.976
29 H 1.3352 1.2693 -4.0600  O28 0.965
30 H 0.7509 -0.0079 -3.4216  O28 0.976
31 O -0.7085 1.3916 3.1593  H32 0.962, H33 0.957
32 H -1.6285 1.1620 2.9941  O31 0.962
33 H -0.5544 1.1898 4.0815  O31 0.957
34 O -1.4630 1.0080 0.6860  H35 0.957, H36 0.958
35 H -1.5110 0.0520 0.6669  O34 0.957
36 H -2.2095 1.4891 0.3263  O34 0.958
37 O -3.6123 -0.9933 1.0323  H38 0.957, H39 0.958
38 H -4.5280 -1.0089 0.7558  O37 0.957
39 H -3.3785 -1.8195 1.4575  O37 0.958
40 O -0.1411 3.3990 0.4385  H41 0.953, H42 0.962
41 H -0.0814 2.6837 -0.1886  O40 0.953
42 H -0.5390 3.0288 1.2320  O40 0.962

(2)
The following is a quantum chemistry calculation of a cluster of 9 separate species, C5H27NO9S in total in a non-equilibrium geometry, from the Open Molecules 2025 dataset.

Computed properties:
SMILES string: CCC(=O)NCCS.O.O.O.O.O.O.O.O
orbital gap: 9.11 eV
multiplicity: 1

Last columns: bonded neighbours and bond lengths (Å).
Element x y z (Å)
1 C 1.8804 1.3321 -1.6084  C2 1.506, H9 1.090, H10 1.083, H11 1.084
2 C 0.8008 0.5154 -0.9494  C1 1.506, C3 1.521, H12 1.089, H13 1.101
3 C 0.7108 0.6651 0.5615  C2 1.521, O4 1.238, N5 1.350
4 O 1.4134 1.5561 1.0577  C3 1.238
5 N -0.0150 -0.1267 1.3784  C3 1.350, C6 1.484, H14 1.013
6 C -1.1686 -0.9892 1.0207  N5 1.484, C7 1.526, H15 1.092, H16 1.087
7 C -0.7744 -2.2367 0.2349  C6 1.526, S8 1.763, H17 1.076, H18 1.090
8 S 0.3466 -3.3135 1.0670  C7 1.763, H19 1.342
9 H 1.7697 1.4339 -2.6878  C1 1.090
10 H 1.8697 2.2996 -1.1227  C1 1.083
11 H 2.8794 0.9267 -1.4965  C1 1.084
12 H 0.8010 -0.5382 -1.2267  C2 1.089
13 H -0.1928 0.7677 -1.3512  C2 1.101
14 H 0.0264 0.2178 2.3305  N5 1.013
15 H -1.8960 -0.3640 0.4985  C6 1.092
16 H -1.5158 -1.2588 2.0146  C6 1.087
17 H -0.4659 -1.9059 -0.7419  C7 1.076
18 H -1.6827 -2.7867 -0.0128  C7 1.090
19 H -0.4228 -3.8259 2.0403  S8 1.342
20 O -4.0858 0.7742 -1.3628  H21 0.968, H22 0.977
21 H -4.3134 0.5568 -0.4471  O20 0.968
22 H -3.4709 1.5008 -1.1424  O20 0.977
23 O -2.8450 2.6805 0.4184  H24 0.968, H25 0.965
24 H -1.9403 2.9147 0.6727  O23 0.968
25 H -3.0990 3.3815 -0.1946  O23 0.965
26 O 1.3252 1.7988 3.6820  H27 0.958, H28 0.961
27 H 0.7839 2.4809 3.2822  O26 0.958
28 H 2.0058 1.5859 3.0382  O26 0.961
29 O -0.1792 3.6553 -0.6098  H30 0.966, H31 0.963
30 H 0.6445 3.3177 -0.2348  O29 0.966
31 H -0.6483 2.8741 -0.9202  O29 0.963
32 O 3.2862 -1.1995 -0.9512  H33 0.962, H34 0.957
33 H 3.5708 -1.6706 -0.1624  O32 0.962
34 H 3.9913 -1.0612 -1.5834  O32 0.957
35 O 3.5943 -0.3706 1.5081  H36 0.962, H37 0.967
36 H 3.2644 -0.5976 2.3824  O35 0.962
37 H 2.9071 0.1190 1.0350  O35 0.967
38 O -1.9395 0.1082 -2.7994  H39 0.960, H40 0.980
39 H -1.8894 0.6218 -3.6091  O38 0.960
40 H -2.7113 0.3912 -2.2652  O38 0.980
41 O -1.7126 -2.6344 -2.7231  H42 0.962, H43 0.977
42 H -2.6238 -2.8897 -2.8972  O41 0.962
43 H -1.7405 -1.6580 -2.7575  O41 0.977

(3)
The following is a quantum chemistry calculation of a cluster of 9 separate species, C5H28N2O9 in total in a non-equilibrium geometry, from the Open Molecules 2025 dataset.

Computed properties:
SMILES string: CC(C)CNC(N)=O.O.O.O.O.O.O.O.O
orbital gap: 9.99 eV
multiplicity: 1

Last columns: bonded neighbours and bond lengths (Å).
Element x y z (Å)
1 C -1.6940 0.0693 -3.3843  C2 1.515, H9 1.103, H10 1.085, H11 1.094
2 C -0.4532 0.7188 -2.8062  C1 1.515, C3 1.546, C4 1.539, H12 1.105
3 C -0.0292 1.9833 -3.5885  C2 1.546, H13 1.051, H14 1.071, H15 1.137
4 C 0.5599 -0.4064 -2.5279  C2 1.539, N5 1.463, H16 1.128, H17 1.075
5 N 0.0370 -1.2079 -1.4208  C4 1.463, C6 1.374, H18 1.011
6 C 0.9484 -1.4193 -0.4150  N5 1.374, N7 1.382, O8 1.235
7 N 0.6270 -1.9511 0.8195  C6 1.382, H19 1.008, H20 1.000
8 O 2.1052 -0.9989 -0.5197  C6 1.235
9 H -2.3443 -0.5661 -2.7604  C1 1.103
10 H -1.4156 -0.6052 -4.1876  C1 1.085
11 H -2.5146 0.6778 -3.7748  C1 1.094
12 H -0.6850 1.0584 -1.7801  C2 1.105
13 H -0.0223 2.9268 -3.1244  C3 1.051
14 H -0.6383 1.8926 -4.4646  C3 1.071
15 H 0.8888 1.7473 -4.2157  C3 1.137
16 H 0.7318 -0.9583 -3.4971  C4 1.128
17 H 1.5066 0.0418 -2.2842  C4 1.075
18 H -0.9120 -1.5511 -1.3572  N5 1.011
19 H -0.2708 -2.3166 1.0964  N7 1.008
20 H 1.1888 -1.5499 1.5428  N7 1.000
21 O -2.9415 -0.6586 3.0325  H22 0.960, H23 0.963
22 H -3.0483 0.2945 2.9895  O21 0.960
23 H -2.0822 -0.8914 2.6658  O21 0.963
24 O 3.0881 1.8566 0.2879  H25 0.961, H26 0.961
25 H 3.8594 2.0994 -0.2306  O24 0.961
26 H 2.5577 1.1408 -0.0721  O24 0.961
27 O 1.5239 2.0262 2.6151  H28 0.976, H29 0.972
28 H 2.1208 2.7136 2.2644  O27 0.976
29 H 1.9517 1.3678 2.0423  O27 0.972
30 O -1.5624 -3.4298 2.9374  H31 0.980, H32 0.983
31 H -1.0342 -4.1584 2.5487  O30 0.980
32 H -2.1852 -3.5297 2.1841  O30 0.983
33 O 3.8587 -0.3219 1.5248  H34 0.985, H35 0.966
34 H 3.4425 -0.5726 0.6676  O33 0.985
35 H 4.5540 0.2307 1.1451  O33 0.966
36 O -0.2880 2.7300 0.3591  H37 0.988, H38 0.969
37 H -0.0648 2.9412 1.2977  O36 0.988
38 H 0.2504 1.9254 0.4113  O36 0.969
39 O -2.5091 1.2344 0.9072  H40 0.965, H41 0.965
40 H -3.3710 1.6630 0.8376  O39 0.965
41 H -2.1195 1.4555 0.0525  O39 0.965
42 O -2.7554 -1.0701 0.0093  H43 0.982, H44 0.965
43 H -3.3019 -1.8524 0.2430  O42 0.982
44 H -2.6276 -0.6416 0.8647  O42 0.965

(4)
The following is a quantum chemistry calculation of a cluster of 11 separate species, C5H28O11 in total in a non-equilibrium geometry, from the Open Molecules 2025 dataset.

Computed properties:
SMILES string: C=C/C(O)=C/C.O.O.O.O.O.O.O.O.O.O
orbital gap: 8.86 eV
multiplicity: 1

Last columns: bonded neighbours and bond lengths (Å).
Element x y z (Å)
1 C -1.8129 0.5286 2.4476  C2 1.326, H7 1.072, H8 1.024
2 C -1.3348 0.1216 1.2801  C1 1.326, C3 1.458, H9 1.147
3 C -0.0031 0.2934 0.7119  C2 1.458, O4 1.400, C5 1.349
4 O 0.4411 1.5980 0.4675  C3 1.400, H10 0.993
5 C 0.8206 -0.7649 0.5688  C3 1.349, C6 1.534, H11 1.086
6 C 2.2651 -0.7409 0.0528  C5 1.534, H12 1.106, H13 1.139, H14 1.024
7 H -1.2092 1.0006 3.1973  C1 1.072
8 H -2.7812 0.3544 2.7316  C1 1.024
9 H -1.9758 -0.6032 0.6647  C2 1.147
10 H -0.3209 2.1964 0.2501  O4 0.993
11 H 0.5371 -1.7764 0.8457  C5 1.086
12 H 2.2177 -0.8917 -1.0423  C6 1.106
13 H 2.7275 0.2861 0.2215  C6 1.139
14 H 2.8535 -1.5274 0.3410  C6 1.024
15 O 1.1423 1.8101 -2.2331  H16 0.902, H17 0.923
16 H 1.0501 2.2804 -2.9966  O15 0.902
17 H 0.7596 2.1318 -1.4576  O15 0.923
18 O 1.2843 -3.0376 2.2808  H19 1.008, H20 0.937
19 H 0.6477 -2.4627 2.8095  O18 1.008
20 H 2.1917 -2.9747 2.5071  O18 0.937
21 O -1.9053 -0.9625 -2.3510  H22 0.990, H23 0.970
22 H -1.8991 -1.5223 -1.5349  O21 0.990
23 H -1.5403 -1.6087 -2.9749  O21 0.970
24 O -0.2046 -1.4023 3.7407  H25 0.904, H26 1.001
25 H -0.0202 -0.7711 4.3604  O24 0.904
26 H -0.4182 -0.9925 2.8530  O24 1.001
27 O -1.6890 -2.8638 0.9783  H28 0.986, H29 1.046
28 H -2.5220 -3.0472 1.4739  O27 0.986
29 H -0.9074 -3.1390 1.6171  O27 1.046
30 O 1.1731 -2.0268 -2.6440  H31 0.946, H32 0.974
31 H 2.0113 -2.4423 -2.5056  O30 0.946
32 H 0.9293 -1.9181 -1.7069  O30 0.974
33 O 2.5652 2.8604 1.3355  H34 1.009, H35 0.971
34 H 3.2407 3.0417 0.6088  O33 1.009
35 H 1.7589 2.3885 1.0693  O33 0.971
36 O -1.5677 3.1505 0.5179  H37 1.027, H38 1.026
37 H -1.2649 4.1099 0.3092  O36 1.027
38 H -1.7831 2.9262 -0.4597  O36 1.026
39 O -0.2345 0.7541 -3.9084  H40 0.926, H41 1.073
40 H -0.7472 0.0942 -4.3075  O39 0.926
41 H 0.7362 0.4181 -3.5973  O39 1.073
42 O -1.9002 1.8615 -1.9209  H43 1.011, H44 0.965
43 H -1.4612 2.3718 -2.6759  O42 1.011
44 H -1.8506 0.8979 -1.9252  O42 0.965

(5)
The following is a quantum chemistry calculation of a cluster of 9 separate species, C5H29N2O9 in total in a non-equilibrium geometry, from the Open Molecules 2025 dataset.

Computed properties:
total charge: +1
orbital gap: 9.57 eV
multiplicity: 1

Last columns: bonded neighbours and bond lengths (Å).
Element x y z (Å)
1 C 0.6545 -1.7302 2.8649  O2 1.482, C3 1.610, H9 1.167, H10 1.112
2 O -0.3798 -2.6797 2.3896  C1 1.482, H11 0.955
3 C 1.4940 -1.0559 1.6674  C1 1.610, C4 1.556, N8 1.481, H12 1.087
4 C 0.6756 0.2298 1.3527  C3 1.556, C5 1.472, H13 1.118, H14 1.219
5 C 1.4413 1.1894 0.5410  C4 1.472, C6 1.353, N7 1.508
6 C 2.2993 2.1265 1.0061  C5 1.353, H15 0.990, H16 1.049
7 N 1.0623 0.9894 -0.9049  C5 1.508, H17 1.073, H18 1.031, H19 1.000
8 N 1.3577 -1.9126 0.4672  C3 1.481, H20 0.971, H21 0.972
9 H -0.1528 -1.0355 3.3423  C1 1.167
10 H 1.3439 -2.2639 3.5550  C1 1.112
11 H -0.1991 -3.5325 2.7799  O2 0.955
12 H 2.5143 -0.8051 1.9447  C3 1.087
13 H 0.0293 0.7325 2.1145  C4 1.118
14 H -0.3610 -0.0439 0.7729  C4 1.219
15 H 2.6156 2.6472 0.2255  C6 0.990
16 H 2.7952 2.4474 1.8726  C6 1.049
17 H 1.4772 1.7462 -1.5426  N7 1.073
18 H 0.0686 1.2348 -1.0269  N7 1.031
19 H 1.3167 0.0791 -1.2316  N7 1.000
20 H 0.5895 -2.5054 0.5030  N8 0.971
21 H 2.1446 -2.4090 0.1874  N8 0.972
22 H -2.0701 -3.3365 -1.0390  O24 1.007
23 H -1.7611 -2.5443 0.3378  O24 0.955
24 O -2.1407 -2.4673 -0.5352  H22 1.007, H23 0.955
25 H 0.1935 -3.8330 -2.6450  O27 0.985
26 H 0.2240 -2.3674 -3.0845  O27 0.953
27 O 0.7963 -3.0656 -2.7805  H25 0.985, H26 0.953
28 H 3.3658 -0.9687 -3.1971  O30 0.897
29 H 1.9551 -1.0161 -3.2639  O30 0.955
30 O 2.6637 -0.7086 -2.7023  H28 0.897, H29 0.955
31 H -0.3355 3.9516 -1.0153  O33 1.024
32 H 1.1641 4.3824 -1.5591  O33 0.977
33 O 0.6715 3.7679 -0.9816  H31 1.024, H32 0.977
34 H -3.6048 0.3012 2.9430  O36 0.960
35 H -4.4000 1.2702 2.0930  O36 0.988
36 O -3.5025 0.8651 2.1725  H34 0.960, H35 0.988
37 H -2.0526 -0.4864 -0.4334  O39 0.869
38 H -2.9545 0.2417 0.5538  O39 0.955
39 O -2.5250 0.2300 -0.2987  H37 0.869, H38 0.955
40 H -0.8925 1.0550 -3.5207  O42 0.994
41 H -1.5371 0.1485 -2.2340  O42 0.974
42 O -0.7616 0.4754 -2.7234  H40 0.994, H41 0.974
43 H -2.5830 3.5772 0.0864  O45 1.014
44 H -1.1239 3.3811 0.8685  O45 0.964
45 O -1.5760 3.6980 0.0781  H43 1.014, H44 0.964

(6)
The following is a quantum chemistry calculation of a cluster of 9 separate species, C5H29N3O8 in total in a non-equilibrium geometry, from the Open Molecules 2025 dataset.

Computed properties:
SMILES string: [H]/N=C(\N)NCCCC.O.O.O.O.O.O.O.O
orbital gap: 9.91 eV
multiplicity: 1

Last columns: bonded neighbours and bond lengths (Å).
Element x y z (Å)
1 H -1.0498 -3.2116 1.5476  N2 1.072
2 N -0.8479 -2.3718 0.9121  H1 1.072, C3 1.295
3 C -1.0413 -1.2479 1.5259  N2 1.295, N4 1.434, N5 1.425
4 N -1.3475 -1.1870 2.9255  C3 1.434, H10 1.018, H11 0.993
5 N -1.0545 -0.1091 0.6694  C3 1.425, C6 1.477, H12 0.954
6 C -0.4842 1.0756 1.3431  N5 1.477, C7 1.540, H13 1.126, H14 1.153
7 C 0.0076 2.1094 0.3131  C6 1.540, C8 1.518, H15 1.037, H16 1.145
8 C 1.3473 1.7887 -0.3236  C7 1.518, C9 1.560, H17 1.103, H18 1.273
9 C 2.4479 1.6680 0.7746  C8 1.560, H19 1.151, H20 1.113, H21 1.160
10 H -1.2831 -0.2942 3.4111  N4 1.018
11 H -0.7563 -1.7493 3.4908  N4 0.993
12 H -1.0325 -0.2958 -0.2660  N5 0.954
13 H 0.4324 0.9323 1.9806  C6 1.126
14 H -1.3142 1.5359 1.9972  C6 1.153
15 H -0.7474 2.3347 -0.3606  C7 1.037
16 H 0.2032 3.1753 0.6810  C7 1.145
17 H 1.8311 2.3891 -1.1121  C8 1.103
18 H 1.0006 0.7159 -0.9148  C8 1.273
19 H 3.4656 1.5524 0.2489  C9 1.151
20 H 2.5935 2.6950 1.1774  C9 1.113
21 H 2.0937 1.0808 1.7101  C9 1.160
22 O 2.5828 -1.8270 -0.1780  H23 0.973, H24 0.927
23 H 2.9031 -2.4728 0.4750  O22 0.973
24 H 1.6815 -2.0425 -0.2015  O22 0.927
25 O 3.0134 1.5771 -2.3771  H26 0.830, H27 0.980
26 H 2.1961 1.4775 -2.4794  O25 0.830
27 H 3.4140 0.8244 -1.8949  O25 0.980
28 O -4.3474 -0.2694 0.9858  H29 0.940, H30 0.953
29 H -3.7168 0.3728 1.2571  O28 0.940
30 H -3.9051 -0.9692 1.4584  O28 0.953
31 O -0.0165 -1.9775 -1.6355  H32 0.986, H33 0.901
32 H -0.3099 -2.6197 -2.3239  O31 0.986
33 H -0.1991 -2.2225 -0.7879  O31 0.901
34 O -3.1578 -0.4237 -1.2866  H35 0.957, H36 0.894
35 H -2.7038 -1.1849 -0.9268  O34 0.957
36 H -3.1175 0.3777 -0.8929  O34 0.894
37 O 1.2071 0.2946 -3.5455  H38 1.021, H39 0.859
38 H 0.8251 -0.1325 -2.7006  O37 1.021
39 H 1.7499 -0.3053 -3.8333  O37 0.859
40 O 1.6292 -1.2994 3.0587  H41 1.080, H42 1.025
41 H 1.6825 -0.8730 2.0682  O40 1.080
42 H 2.2672 -0.7852 3.6737  O40 1.025
43 O -2.9734 0.8886 -3.2824  H44 0.948, H45 0.982
44 H -2.0737 0.9573 -3.5721  O43 0.948
45 H -3.0952 0.0484 -2.7895  O43 0.982

Listing highest occupied orbital energy for the structures above in their given order: -9.579 -9.165 -9.941 -8.573 -11.931 -9.890 eV.
Listing energy relative to the best compared isomer or geometry (same formula, charge and spin) for the structures above in their given order: 301.50 28.63 332.72 256.42 539.22 489.32 kJ/mol.
Listing LUMO for the structures above in their given order: -0.20 -0.06 0.05 0.29 -2.36 0.02 eV.